Entry 1:
Density functional theory data (ωB97M-V/def2-TZVPD) for an isolated ion of composition C9H12NS and charge +1 in a non-equilibrium geometry.

```
23
Properties=species:S:1:pos:R:3:forces:R:3
C -1.0549 2.0498 -1.5494 -1.496 2.824 1.281
C -0.7597 2.1769 -0.1648 -2.173 3.482 -5.363
C -0.1970 0.9624 1.9053 -0.124 1.227 -3.754
C -0.7111 0.9876 -2.2941 2.319 -4.004 -1.614
C 0.0322 -0.1936 2.5615 1.204 -0.778 -2.414
C -0.2493 1.0784 0.4763 1.802 -4.447 3.745
C 0.3974 -1.4999 1.8023 -2.665 3.617 1.010
C 0.1804 -0.1003 -1.7271 2.401 -0.575 -0.029
C -0.1288 -0.2615 -0.2682 -2.347 2.314 -0.500
N 0.8522 -1.1113 0.4207 -2.646 -2.915 1.269
S -0.1464 -1.7961 -2.4233 1.229 0.139 -1.064
H -1.6576 2.7955 -2.1596 0.885 -0.474 1.442
H -1.0200 3.1776 0.1915 0.305 -0.724 0.825
H -0.4448 1.9284 2.2827 -0.051 0.165 1.433
H -0.9508 0.6909 -3.3203 -0.420 1.080 0.304
H -0.0813 -0.1582 3.5648 -0.108 -0.592 3.131
H 1.2269 -1.9808 2.2019 0.950 -1.364 1.183
H -0.6093 -1.9620 1.8552 1.058 -0.910 -0.808
H 1.3546 -0.0077 -1.7327 -2.054 0.515 -0.732
H -1.2406 -0.5872 -0.3511 1.844 -0.760 1.183
H 1.7466 -0.7175 0.5879 1.150 1.005 -0.516
H 0.9358 -2.0638 0.0208 0.205 0.846 -1.008
H 0.9717 -1.9418 -3.2768 -1.270 0.329 0.996
```
Forces are in eV/Å.

The HOMO energy (alpha / beta) is -9.83 / -13.33 eV. The value obtained for the frontier orbital gap (alpha / beta) is 6.8 / 7.3 eV. Its spin multiplicity is 3. The net charge is +1. The energy above the lowest of the compared OMol25 structures with the same formula, charge and spin comes out at 0.0 kcal/mol. The LUMO energy (alpha / beta) is -3.06 / -6.02 eV. The value obtained for the electronic energy is -21841.4005 eV. The largest force on an atom comes out at 6.75 eV/Å.

Mulliken population analysis, charges in e, atoms 1 to 8: atom 1 (C): -0.253, atom 2 (C): -0.879, atom 3 (C): -0.714, atom 4 (C): -0.869, atom 5 (C): -0.814, atom 6 (C): 0.670, atom 7 (C): -0.717, atom 8 (C): 0.322

=====

Entry 2:
Density functional theory data (ωB97M-V/def2-TZVPD) for C9H12O in the gas phase in a non-equilibrium geometry.

```
22
Properties=species:S:1:pos:R:3:forces:R:3
C 2.8336 1.0489 -0.0517 2.111 0.821 2.682
C 1.5226 0.4682 -0.1150 -2.451 1.325 1.818
C 0.4509 1.1634 0.4504 2.622 0.880 0.359
C -0.8601 0.7192 0.3326 -2.029 -0.178 -2.240
O -1.8670 1.1791 1.1876 -0.424 -1.902 0.064
C -1.3215 0.3631 -1.1657 0.907 2.523 0.521
C -1.0347 -0.7552 -0.2969 -0.608 -0.970 2.191
C -2.0687 -1.5939 0.4162 0.999 -1.173 -0.844
C 0.1829 -1.4904 -0.3398 1.578 -2.021 -1.556
C 1.3894 -0.9105 -0.3985 -0.531 -0.314 -0.529
H 3.0518 1.7476 -0.7911 0.150 1.281 -1.636
H 3.5932 0.2683 -0.1736 0.119 0.259 0.512
H 2.9593 1.6762 0.9319 0.103 -1.412 -1.564
H 0.5927 2.1248 1.0653 0.108 -1.479 -1.113
H -1.8599 2.0889 1.4458 0.619 0.837 -0.276
H -0.6449 0.8221 -1.9052 0.084 -1.050 0.383
H -2.2988 0.7208 -1.3595 -1.162 -0.324 0.199
H -1.9727 -1.5834 1.4630 0.652 0.293 1.447
H -2.0362 -2.6594 0.1582 0.251 0.244 -0.368
H -3.0237 -1.2910 0.2626 -3.027 1.086 -0.753
H 0.1413 -2.6047 -0.5116 -0.183 1.260 0.585
H 2.2707 -1.5019 -0.6049 0.111 0.011 0.120
```
Forces are in eV/Å.

The HOMO energy is -7.53 eV. The value obtained for the frontier orbital gap is 8.3 eV. Its spin multiplicity is 1. The energy above the lowest of the compared OMol25 structures with the same formula, charge and spin comes out at 63.4 kcal/mol. The LUMO energy is 0.78 eV. The value obtained for the electronic energy is -11572.1796 eV. The largest force on an atom comes out at 3.51 eV/Å.

natural (NBO) population analysis, charges in e, atoms 1 to 8: atom 1 (C): -0.610, atom 2 (C): -0.089, atom 3 (C): -0.202, atom 4 (C): 0.259, atom 5 (O): -0.721, atom 6 (C): -0.419, atom 7 (C): -0.087, atom 8 (C): -0.588

=====

Entry 3:
Density functional theory data (ωB97M-V/def2-TZVPD) for C9H12O2Si as an isolated structure in a non-equilibrium geometry.

```
24
Properties=species:S:1:pos:R:3:forces:R:3
C 1.8402 -1.1686 0.5753 1.255 -1.209 0.430
C -2.6673 -0.4595 0.3652 0.226 -1.197 -0.428
C 1.2984 -0.1186 0.4185 -1.341 2.777 -1.233
C -1.7884 0.3622 0.1334 1.820 0.860 -0.534
C -0.3375 3.5797 1.3881 -2.180 2.869 1.773
C 0.5903 2.9604 0.7957 1.992 -3.747 -2.861
C 0.8859 1.6007 -2.1335 -0.476 -2.444 1.055
C 2.6912 -2.3596 0.5704 1.083 -0.607 1.193
C -3.5425 -1.7283 0.5203 -1.485 2.368 -1.033
O 3.5590 -2.2801 -0.5814 -0.552 -0.840 0.137
O -2.9997 -2.9152 0.0144 0.537 -0.131 1.844
Si 0.4410 1.4139 -0.3109 -2.464 -2.307 2.214
H -0.2907 4.5932 1.8187 0.300 -0.755 0.153
H -1.2424 3.0741 1.4244 -2.135 -0.325 0.016
H 1.5881 3.2264 0.8307 2.089 1.243 -0.119
H 0.5126 2.4815 -2.5529 -0.235 1.640 -0.511
H 1.9985 1.5349 -2.1049 -0.808 -0.109 -0.608
H 0.3256 0.7682 -2.6858 1.346 0.799 0.738
H 2.0204 -3.2803 0.7646 1.292 1.029 -0.925
H 3.5174 -2.3748 1.3769 -1.832 0.268 -0.691
H -4.6105 -1.5005 0.1112 1.810 -0.358 0.209
H -3.7602 -1.8801 1.5606 0.347 -0.200 0.606
H 3.0879 -2.4741 -1.3983 -0.237 0.030 0.103
H -3.1174 -3.0554 -0.9005 -0.353 0.344 -1.527
```
Forces are in eV/Å.

The HOMO energy is -8.89 eV. The value obtained for the frontier orbital gap is 9.5 eV. Its spin multiplicity is 1. The energy above the lowest of the compared OMol25 structures with the same formula, charge and spin comes out at 153.7 kcal/mol. The LUMO energy is 0.61 eV. The value obtained for the electronic energy is -21493.1626 eV. The largest force on an atom comes out at 5.12 eV/Å.

natural (NBO) population analysis, charges in e, atoms 1 to 8: atom 1 (C): 0.024, atom 2 (C): -0.187, atom 3 (C): -0.488, atom 4 (C): -0.362, atom 5 (C): -0.306, atom 6 (C): -0.658, atom 7 (C): -1.130, atom 8 (C): -0.158

=====

Entry 4:
Density functional theory data (ωB97M-V/def2-TZVPD) for C9H12O3 in the gas phase in a non-equilibrium geometry.

```
24
Properties=species:S:1:pos:R:3:forces:R:3
C -3.3158 0.4620 1.1138 -1.229 0.412 0.481
C -2.2147 0.6081 0.0837 0.142 0.255 -0.608
C -1.6711 -0.7432 -0.3176 -0.114 -1.170 -0.746
C -0.5052 -0.7836 -1.3418 -0.285 -0.286 0.954
C 0.7797 -0.2963 -0.7183 -1.010 0.201 -0.628
C 1.7171 -1.1166 -0.2510 0.810 -1.506 0.178
C 2.9237 -0.5335 0.2688 0.529 -0.575 0.393
O 3.9505 -1.3601 0.6691 -1.576 0.120 -0.554
C 3.0353 0.8114 0.3423 1.197 0.436 0.640
C 2.0423 1.6870 -0.1733 -0.418 -0.149 -1.010
O 2.1112 2.8697 -0.3366 -0.165 0.222 0.347
O 0.8820 1.0409 -0.6905 0.307 0.140 0.251
H -3.0971 -0.1460 2.0024 0.372 -0.204 -0.497
H -3.5279 1.4328 1.5476 -0.130 0.378 -0.004
H -4.2992 0.1195 0.7194 0.778 -0.024 -0.022
H -2.5915 1.1320 -0.8493 0.310 -0.490 1.063
H -1.4156 1.2423 0.4887 -0.143 -0.110 -0.103
H -1.2628 -1.3377 0.4935 -0.232 0.232 0.787
H -2.5321 -1.3668 -0.6709 0.674 0.463 -0.117
H -0.3895 -1.8361 -1.6492 0.125 0.515 -0.057
H -0.7387 -0.1642 -2.1798 -0.069 0.346 -0.790
H 1.5352 -2.2087 -0.3382 0.486 0.972 0.205
H 4.6301 -0.8219 1.0691 0.384 0.281 0.151
H 3.9543 1.3090 0.7182 -0.745 -0.460 -0.312
```
Forces are in eV/Å.

The HOMO energy is -8.90 eV. The value obtained for the frontier orbital gap is 9.5 eV. Its spin multiplicity is 1. The energy above the lowest of the compared OMol25 structures with the same formula, charge and spin comes out at 5.5 kcal/mol. The LUMO energy is 0.56 eV. The value obtained for the electronic energy is -15669.8339 eV. The largest force on an atom comes out at 1.72 eV/Å.

natural (NBO) population analysis, charges in e, atoms 1 to 8: atom 1 (C): -0.612, atom 2 (C): -0.411, atom 3 (C): -0.378, atom 4 (C): -0.444, atom 5 (C): 0.423, atom 6 (C): -0.400, atom 7 (C): 0.401, atom 8 (O): -0.649